Computed, not measured: the molecule C5H11NO, with ωB97M-V/def2-TZVPD.

Properties
Calculated total energy in eV: -8898.444
M in u: 101.15
Orbital gap (alpha / beta) in eV: 7.7 / 7.7
Multiplicity: 1
Energy above the lowest of the compared OMol25 structures with the same formula, charge and spin in eV: 3.254
HOMO level (alpha / beta) in eV: -6.90 / -6.90
Lowest unoccupied orbital energy (alpha / beta) in eV: 0.81 / 0.81

Last column: Mulliken charge in e.
Element x y z (Å)
O1 -1.62 1.52 1.30  -0.515
N1 0.49 -0.43 0.50  0.115
C1 0.79 -0.09 1.79  -0.811
C2 1.07 -0.29 -1.93  -1.114
C3 1.37 -0.50 -0.48  0.089
C4 -0.95 -0.56 0.22  -0.797
C5 -1.62 0.81 0.09  -0.242
H1 -1.12 1.37 -0.72  0.200
H2 -0.71 1.42 1.66  0.376
H3 1.84 0.08 1.98  0.253
H4 -1.09 -1.16 -0.69  0.338
H5 -1.39 -1.10 1.06  0.307
H6 0.81 0.76 -2.14  0.238
H7 1.96 -0.52 -2.52  0.328
H8 0.19 -0.57 2.56  0.263
H9 0.26 -0.92 -2.33  0.307
H10 2.40 -0.49 -0.15  0.355
H11 -2.66 0.66 -0.21  0.310

=====

Computed, not measured: the molecule C6H9FSi at a distorted geometry, with ωB97M-V/def2-TZVPD.

Properties
Calculated total energy in eV: -16961.031
M in u: 128.22
Orbital gap in eV: 7.1
Multiplicity: 1
Structure (SMILES): C=C/C=C\C=[Si](/C)F
Energy above the lowest of the compared OMol25 structures with the same formula, charge and spin in eV: 2.366
HOMO level in eV: -7.08
Lowest unoccupied orbital energy in eV: -0.02

Last column: Mulliken charge in e.
Element x y z (Å)
Si1 2.22 0.01 0.18  0.615
F1 3.82 -0.12 -0.29  -0.300
C1 -2.37 0.38 -0.07  -0.916
C2 -1.26 -0.28 -0.26  0.201
C3 1.55 -1.71 0.09  -0.716
C4 -0.95 -1.52 0.31  -0.220
C5 0.23 -2.17 0.31  -0.297
C6 1.96 1.83 0.51  -0.934
H1 1.11 2.29 0.00  0.352
H2 2.86 2.32 0.00  0.305
H3 -0.29 0.28 -0.74  -0.003
H4 1.93 2.01 1.64  0.295
H5 0.17 -3.23 0.50  0.279
H6 -2.51 1.39 -0.56  0.229
H7 -3.20 -0.06 0.32  0.338
H8 -1.75 -2.12 0.60  0.338
H9 2.27 -2.42 -0.10  0.434

=====

Computed, not measured: a structure of composition C17H12N3O4S4SbSe2W at a distorted geometry, with ωB97M-V/def2-TZVPD.

Properties
Calculated total energy in eV: -212880.038
M in u: 914.09
Orbital gap (alpha / beta) in eV: 4.2 / 4.2
Multiplicity: 1
Energy above the lowest of the compared OMol25 structures with the same formula, charge and spin in eV: 0.944
HOMO level (alpha / beta) in eV: -7.31 / -7.31
Lowest unoccupied orbital energy (alpha / beta) in eV: -3.11 / -3.11

Last column: Mulliken charge in e.
Element x y z (Å)
W1 0.69 -1.10 0.54  -0.588
Sb1 0.83 -4.18 -0.59  0.853
Se1 2.17 -2.18 2.42  0.134
Se2 1.53 1.07 1.76  0.002
S1 -0.39 -5.81 -1.63  -0.568
S2 2.91 -4.96 -0.22  -0.540
S3 -0.59 -3.11 1.03  -0.217
S4 0.62 -2.06 -1.69  -0.279
O1 -5.55 1.47 -1.61  -0.601
O2 0.60 0.58 -0.92  -0.477
O3 -1.21 -0.21 -0.05  -0.639
O4 -5.66 2.94 -3.18  -0.617
N1 2.81 -1.20 0.08  0.380
N2 -0.42 -0.56 2.48  0.068
N3 -5.05 2.22 -2.42  1.046
C1 -2.21 -0.24 4.00  -0.831
C2 5.52 -1.47 0.01  -0.120
C3 3.46 -1.69 1.15  0.431
C4 -1.46 1.48 -1.73  0.070
C5 -2.97 3.14 -3.37  -0.447
C6 -1.58 3.19 -3.42  -0.698
C7 -0.83 2.36 -2.60  -0.495
C8 -1.81 1.09 4.20  -0.193
C9 -0.66 0.59 -0.87  1.508
C10 -2.85 1.42 -1.66  -0.254
C11 -0.03 0.69 2.73  0.674
C12 -0.70 1.58 3.55  -0.911
C13 -1.50 -1.03 3.12  -0.216
C14 4.84 -1.82 1.15  -0.802
C15 3.47 -0.86 -1.03  -0.244
C16 4.83 -0.98 -1.10  -0.817
C17 -3.57 2.26 -2.49  -0.115
H1 -3.07 -0.64 4.51  0.428
H2 -2.39 1.72 4.87  0.411
H3 0.25 2.38 -2.63  0.475
H4 5.34 -2.22 2.02  0.451
H5 5.35 -0.71 -2.01  0.421
H6 -3.58 3.77 -3.99  0.511
H7 6.60 -1.57 -0.03  0.416
H8 -1.09 3.87 -4.10  0.413
H9 -1.79 -2.05 2.92  0.374
H10 -0.35 2.60 3.65  0.458
H11 -3.35 0.74 -0.99  0.672
H12 2.87 -0.51 -1.86  0.472

=====

Computed, not measured: a structure of composition C31H39N5Rh at a distorted geometry, with ωB97M-V/def2-TZVPD.

Properties
Calculated total energy in eV: -43233.493
M in u: 584.59
Orbital gap (alpha / beta) in eV: 2.5 / 6.9
Net charge: -1
Multiplicity: 5
HOMO level (alpha / beta) in eV: 0.04 / -4.35
Lowest unoccupied orbital energy (alpha / beta) in eV: 2.53 / 2.52
Expectation value of S²: 6.035

Last column: Mulliken charge in e.
Element x y z (Å)
Rh1 -0.55 0.07 -0.55  -0.092
N1 2.12 1.33 0.47  1.656
N2 0.29 1.90 1.52  0.781
N3 -3.16 1.45 2.51  -0.408
N4 -0.99 -1.49 1.47  -0.251
N5 -2.95 -2.91 2.02  0.356
C1 -0.33 2.57 -2.47  -1.650
C2 -0.79 -2.60 -2.09  -1.512
C3 3.51 3.27 -1.20  -2.088
C4 -3.12 1.85 -1.05  -1.559
C5 -1.94 -2.12 1.78  -0.062
C6 0.79 1.13 0.51  -0.687
C7 -2.73 -4.36 2.04  -1.147
C8 -2.26 -0.53 -1.52  0.338
C9 4.51 -0.92 -1.32  -0.962
C10 -1.81 1.39 2.70  0.729
C11 -4.27 -2.44 2.43  -0.985
C12 -0.21 -0.07 -2.53  1.120
C13 1.15 -0.25 -3.13  -1.114
C14 6.21 -0.49 -3.13  -1.564
C15 -3.47 -1.22 -0.98  -1.234
C16 3.11 0.84 -0.47  -0.230
C17 2.48 2.22 1.50  -0.511
C18 -0.85 1.18 -2.22  -0.075
C19 -1.08 2.09 1.73  -1.288
C20 -3.44 0.18 4.55  -0.372
C21 -2.06 0.02 4.68  -0.803
C22 4.79 1.33 -2.12  -0.842
C23 -3.94 0.85 3.41  -0.792
C24 5.14 -0.02 -2.18  0.727
C25 2.89 -1.50 0.51  -1.592
C26 -2.11 0.89 -1.59  0.965
C27 3.80 1.79 -1.25  1.018
C28 3.50 -0.51 -0.44  1.137
C29 1.36 2.56 2.16  -1.220
C30 -1.23 0.61 3.74  -0.146
C31 -1.08 -1.14 -2.09  0.411
H1 -0.69 2.99 -3.41  0.353
H2 -0.67 3.24 -1.67  0.346
H3 -5.02 -3.19 2.15  0.430
H4 -1.64 -0.56 5.50  0.328
H5 2.83 -1.12 1.54  0.273
H6 4.06 3.78 -0.39  0.388
H7 -3.92 -0.62 -0.18  0.162
H8 1.79 0.60 -2.87  0.095
H9 2.45 3.52 -1.12  0.281
H10 -3.25 -2.21 -0.59  0.267
H11 3.87 3.71 -2.14  0.466
H12 5.95 -1.47 -3.54  0.375
H13 3.50 2.54 1.63  0.633
H14 4.80 -1.96 -1.32  0.338
H15 -4.14 -0.23 5.26  0.488
H16 -2.97 -4.81 1.06  0.297
H17 -5.02 0.90 3.22  0.397
H18 -1.23 -3.07 -1.21  0.202
H19 -0.15 0.50 3.77  0.256
H20 -1.57 2.75 1.03  0.414
H21 -3.35 1.63 0.00  0.346
H22 -3.35 -4.81 2.82  0.425
H23 -4.29 -2.27 3.51  0.294
H24 0.76 2.58 -2.49  0.229
H25 1.88 -1.81 0.19  0.149
H26 3.51 -2.40 0.53  0.470
H27 -1.67 -4.55 2.24  0.360
H28 -4.23 -1.33 -1.76  0.298
H29 6.34 0.21 -3.97  0.370
H30 -2.76 2.87 -1.10  0.362
H31 5.30 2.07 -2.74  0.346
H32 -1.21 -3.09 -2.98  0.293
H33 1.19 3.21 2.99  0.563
H34 0.28 -2.79 -2.08  0.336
H35 1.11 -0.33 -4.22  0.313
H36 -4.52 -1.49 1.94  0.261
H37 7.19 -0.59 -2.64  0.284
H38 -4.06 1.79 -1.62  0.283
H39 1.63 -1.15 -2.73  0.177

=====

Computed, not measured: the molecule C5H12O2 at a distorted geometry, with ωB97M-V/def2-TZVPD.

Properties
Calculated total energy in eV: -9471.875
M in u: 104.15
Orbital gap in eV: 10.5
Multiplicity: 1
Structure (SMILES): CO[C@@H](C)CCO
Energy above the lowest of the compared OMol25 structures with the same formula, charge and spin in eV: 3.261
HOMO level in eV: -9.54
Lowest unoccupied orbital energy in eV: 0.96

Last column: Mulliken charge in e.
Element x y z (Å)
O1 0.53 -0.29 0.88  -0.433
O2 -0.67 2.06 1.57  -0.578
C1 -0.30 -1.53 -1.15  -1.407
C2 1.57 -1.42 1.15  -0.787
C3 -1.01 0.82 -0.53  -0.786
C4 -0.65 2.14 0.17  -0.464
C5 0.12 -0.21 -0.48  0.568
H1 -0.51 -1.34 -2.21  0.404
H2 -1.24 1.01 -1.58  0.341
H3 -1.91 0.42 -0.06  0.325
H4 -0.11 1.31 1.81  0.386
H5 0.48 -2.29 -1.09  0.380
H6 0.33 2.49 -0.21  0.245
H7 1.01 0.18 -0.98  0.243
H8 2.22 -1.55 0.26  0.185
H9 -1.21 -1.94 -0.70  0.366
H10 -1.38 2.90 -0.11  0.348
H11 2.24 -1.04 1.94  0.222
H12 0.49 -1.73 1.31  0.443

=====

Computed, not measured: a structure of composition C37H47F4N4Ti at a distorted geometry, with ωB97M-V/def2-TZVPD.

Properties
Calculated total energy in eV: -79076.182
M in u: 671.67
Orbital gap (alpha / beta) in eV: 7.2 / 8.0
Multiplicity: 2
Energy above the lowest of the compared OMol25 structures with the same formula, charge and spin in eV: 0.686
HOMO level (alpha / beta) in eV: -6.83 / -7.68
Lowest unoccupied orbital energy (alpha / beta) in eV: 0.33 / 0.33
Expectation value of S²: 0.755

Last column: Mulliken charge in e.
Element x y z (Å)
Ti1 10.97 11.40 8.60  -0.014
F1 9.61 15.46 8.26  -0.372
F2 5.45 12.49 6.41  -0.354
F3 8.03 11.46 6.23  -0.366
F4 7.35 16.70 7.57  -0.317
N1 10.90 11.63 10.49  0.754
N2 12.50 11.59 6.88  0.676
N3 13.16 7.25 10.17  0.640
N4 10.20 12.83 7.38  1.082
C1 9.10 7.89 7.35  -0.922
C2 9.62 11.15 10.84  -1.101
C3 12.31 14.61 12.51  0.287
C4 12.01 11.08 5.58  -1.196
C5 11.45 8.30 8.75  0.286
C6 11.20 13.71 6.86  -0.769
C7 11.80 11.67 12.80  -1.315
C8 7.79 12.70 6.74  0.159
C9 8.47 11.88 10.51  0.463
C10 8.88 13.41 7.31  -0.291
C11 6.52 13.30 6.69  0.308
C12 9.47 9.93 11.56  -0.114
C13 8.02 8.40 12.99  -1.946
C14 7.42 15.36 7.39  0.283
C15 13.76 14.57 11.91  -1.267
C16 10.05 6.85 7.43  -0.934
C17 10.64 9.40 8.46  1.691
C18 14.21 13.08 11.75  0.122
C19 12.76 6.68 11.43  -0.901
C20 13.22 12.29 10.86  -0.488
C21 12.57 13.06 6.87  -1.244
C22 12.80 12.37 13.70  0.434
C23 5.90 12.10 10.50  -1.342
C24 13.85 11.03 7.11  -1.097
C25 7.08 10.17 11.51  -1.012
C26 11.38 13.84 11.53  -1.111
C27 6.32 14.65 6.96  -0.756
C28 14.50 6.91 9.72  -1.046
C29 9.38 9.15 7.89  -0.689
C30 8.23 9.49 11.97  0.794
C31 12.58 8.47 9.74  0.111
C32 11.79 12.34 11.41  1.645
C33 11.19 7.04 8.24  -0.513
C34 12.35 13.88 13.88  -1.429
C35 7.18 11.39 10.83  0.515
C36 14.21 12.36 13.12  -1.361
C37 8.62 14.74 7.66  0.358
H1 8.59 9.93 7.91  0.297
H2 14.19 11.32 8.10  0.159
H3 5.77 12.18 9.39  0.083
H4 11.36 13.88 14.29  0.598
H5 13.03 14.34 14.58  0.525
H6 12.29 9.04 10.65  -0.494
H7 15.26 7.24 10.46  0.306
H8 14.69 7.46 8.80  0.310
H9 10.39 9.40 11.85  -0.033
H10 11.38 14.62 7.46  0.161
H11 5.87 13.10 10.98  0.316
H12 12.09 9.98 5.56  0.364
H13 5.33 15.08 6.84  0.487
H14 6.12 9.74 11.77  0.361
H15 12.63 11.47 4.79  0.398
H16 14.54 11.34 6.32  0.355
H17 10.99 11.38 5.38  0.217
H18 12.01 15.66 12.71  0.305
H19 12.84 11.91 14.71  0.265
H20 5.03 11.56 10.88  0.376
H21 14.50 15.03 12.59  0.554
H22 10.92 14.02 5.84  0.460
H23 7.43 7.54 12.64  0.407
H24 10.32 13.84 11.88  0.430
H25 13.79 9.93 7.09  0.333
H26 13.79 15.10 10.92  0.347
H27 13.14 13.36 7.79  0.451
H28 13.16 13.38 5.99  0.439
H29 10.81 11.69 13.23  0.571
H30 15.22 13.05 11.31  0.331
H31 8.17 7.76 6.78  0.396
H32 14.65 11.36 12.99  0.487
H33 14.87 12.93 13.79  0.554
H34 14.54 5.82 9.58  0.338
H35 11.95 6.27 8.40  0.376
H36 13.06 5.64 11.52  0.342
H37 8.55 12.83 9.94  0.607
H38 13.33 9.14 9.29  -0.151
H39 7.53 8.84 13.86  0.361
H40 13.15 7.25 12.31  0.243
H41 9.89 5.85 7.02  0.362
H42 9.01 8.04 13.31  0.351
H43 11.64 6.74 11.46  0.210
H44 13.24 12.75 9.85  -0.434
H45 13.60 11.27 10.66  -0.194
H46 12.02 10.58 12.73  0.040
H47 11.46 14.29 10.55  0.091